{"formula": "C19H23N3O3S", "method": "ωB97M-V/def2-TZVPD", "elements": ["S", "O", "O", "O", "N", "N", "N", "C", "C", "C", "C", "C", "C", "C", "C", "C", "C", "C", "C", "C", "C", "C", "C", "C", "C", "C", "H", "H", "H", "H", "H", "H", "H", "H", "H", "H", "H", "H", "H", "H", "H", "H", "H", "H", "H", "H", "H", "H", "H"], "positions_angstrom": [[-1.926, 2.295, -1.632], [-1.539, -1.153, -0.565], [-3.203, 1.841, -2.087], [-1.493, 3.626, -1.956], [0.396, -0.998, 0.568], [-0.098, -0.779, -3.467], [-1.914, 2.195, 0.016], [-1.583, 0.186, 1.416], [-1.007, 0.026, -2.948], [2.105, -2.390, 4.184], [-0.656, 1.025, 2.299], [-0.667, 1.186, -2.270], [0.060, 2.086, 1.465], [4.161, -2.627, 2.980], [-0.911, -0.715, 0.378], [1.178, -0.464, -3.323], [3.489, -2.343, 4.157], [-2.577, 1.119, 0.699], [2.065, -3.002, 1.852], [1.400, -2.717, 3.039], [-0.989, 2.975, 0.794], [0.665, 1.530, -2.135], [1.089, -1.999, -0.212], [1.620, 0.677, -2.668], [1.294, -3.291, 0.596], [3.454, -2.951, 1.836], [0.058, 0.402, 2.843], [1.574, -2.175, 5.100], [-1.273, 1.528, 3.049], [0.480, -2.198, -1.096], [-2.043, -0.246, -3.074], [2.673, 0.901, -2.591], [1.880, -1.160, -3.764], [-3.145, 0.568, -0.051], [0.849, -0.733, 1.428], [0.317, -3.710, 0.840], [-2.170, -0.493, 2.047], [1.834, -4.005, -0.027], [-0.543, 3.703, 0.118], [3.982, -3.173, 0.920], [-1.550, 3.519, 1.566], [5.241, -2.598, 2.954], [4.040, -2.092, 5.050], [-3.273, 1.542, 1.435], [0.933, 2.455, -1.648], [2.057, -1.593, -0.521], [0.319, -2.763, 3.068], [0.678, 1.606, 0.703], [0.704, 2.697, 2.099]], "forces_ev_per_angstrom": [[0.06, 0.26, 0.13], [-0.36, -0.24, -0.13], [0.09, -0.39, 0.07], [0.23, -0.16, 0.14], [0.29, -0.08, 0.14], [-0.13, -0.40, -0.27], [0.00, 0.07, -1.01], [-0.27, 0.17, -0.04], [-0.29, 0.22, 0.05], [0.00, 0.06, 0.11], [0.18, -0.11, -0.18], [-0.40, 0.42, 0.07], [-0.25, 0.15, 0.13], [0.09, 0.03, 0.00], [0.08, 0.21, 0.39], [0.27, 0.15, 0.04], [0.03, 0.03, 0.09], [-0.36, -0.69, 0.03], [-0.08, -0.15, -0.05], [0.00, -0.04, -0.01], [0.61, 0.34, 0.04], [0.10, -0.04, -0.04], [-0.06, -0.25, -0.16], [-0.14, 0.05, 0.07], [0.03, 0.27, -0.10], [-0.03, 0.00, 0.02], [-0.04, 0.00, 0.08], [-0.04, 0.01, 0.08], [0.02, -0.05, 0.08], [0.14, 0.06, 0.05], [-0.10, -0.01, 0.03], [0.08, 0.01, -0.01], [0.14, 0.00, -0.01], [-0.08, -0.07, 0.28], [-0.16, 0.13, -0.02], [0.00, -0.05, -0.04], [0.02, 0.03, -0.06], [-0.02, -0.06, 0.00], [0.04, 0.09, 0.23], [0.06, -0.03, -0.11], [0.02, 0.00, -0.07], [0.09, 0.00, 0.00], [0.05, 0.02, 0.07], [0.05, -0.04, -0.06], [0.11, 0.09, 0.04], [-0.07, -0.07, -0.05], [-0.10, -0.03, -0.01], [0.06, 0.06, 0.01], [0.04, 0.01, -0.02]], "lowdin_charge": [0.673, 0.064, -0.265, -0.282, 0.092, 0.088, -0.227, -0.189, -0.130, -0.084, -0.156, -0.242, -0.160, -0.082, -0.448, -0.154, -0.093, -0.143, -0.250, -0.062, -0.186, -0.053, -0.162, -0.053, -0.121, -0.043, 0.104, 0.103, 0.122, 0.113, 0.120, 0.105, 0.108, 0.119, 0.115, 0.122, 0.156, 0.119, 0.111, 0.114, 0.133, 0.103, 0.101, 0.138, 0.115, 0.121, 0.113, 0.095, 0.117], "smiles": "O=C(NCCc1ccccc1)[C@H]1CCCN(S(=O)(=O)c2cccnc2)C1", "spin_multiplicity": 1, "de_lowest_ev": 1.890}

{"formula": "C47H121N7O21Sr", "method": "ωB97M-V/def2-TZVPD", "elements": ["Sr", "O", "O", "O", "O", "O", "O", "O", "O", "O", "O", "O", "O", "O", "O", "O", "O", "O", "O", "O", "O", "O", "N", "N", "N", "N", "N", "N", "N", "C", "C", "C", "C", "C", "C", "C", "C", "C", "C", "C", "C", "C", "C", "C", "C", "C", "C", "C", "C", "C", "C", "C", "C", "C", "C", "C", "C", "C", "C", "C", "C", "C", "C", "C", "C", "C", "C", "C", "C", "C", "C", "C", "C", "C", "C", "C", "H", "H", "H", "H", "H", "H", "H", "H", "H", "H", "H", "H", "H", "H", "H", "H", "H", "H", "H", "H", "H", "H", "H", "H", "H", "H", "H", "H", "H", "H", "H", "H", "H", "H", "H", "H", "H", "H", "H", "H", "H", "H", "H", "H", "H", "H", "H", "H", "H", "H", "H", "H", "H", "H", "H", "H", "H", "H", "H", "H", "H", "H", "H", "H", "H", "H", "H", "H", "H", "H", "H", "H", "H", "H", "H", "H", "H", "H", "H", "H", "H", "H", "H", "H", "H", "H", "H", "H", "H", "H", "H", "H", "H", "H", "H", "H", "H", "H", "H", "H", "H", "H", "H", "H", "H", "H", "H", "H", "H", "H", "H", "H", "H", "H", "H", "H", "H", "H", "H", "H", "H"], "positions_angstrom": [[-3.480, -1.347, 0.572], [-4.739, -3.529, -0.231], [-1.517, 0.043, -0.085], [-1.337, -3.820, -2.750], [8.488, -4.528, 1.022], [-0.910, 2.653, 0.164], [-4.237, -0.428, -1.979], [-0.192, -0.728, -1.642], [3.636, -6.536, 0.522], [3.179, 5.037, -5.487], [4.572, 1.790, -2.751], [1.036, 9.646, -5.109], [-1.250, -5.086, 5.276], [0.090, -4.240, 1.464], [-1.283, 6.827, 1.011], [-1.482, -2.115, -0.568], [-0.856, 3.585, 6.075], [-0.828, 0.469, -3.909], [2.127, -2.158, -1.999], [-4.479, 0.828, 1.555], [3.284, 1.897, 2.065], [-2.054, -1.405, 2.819], [-2.082, -5.652, 2.651], [-3.932, -3.348, 2.452], [5.391, -4.331, 1.033], [0.389, 6.180, -4.284], [-6.318, -0.698, 0.017], [-2.081, 4.220, 3.520], [3.373, 0.448, -0.442], [9.752, -4.297, 0.408], [-5.552, -0.902, -2.304], [3.302, 2.117, -2.332], [0.987, 4.807, -4.311], [-0.236, 4.193, 7.170], [0.169, 10.789, -5.242], [-1.791, 5.613, 1.514], [-4.150, -4.175, -1.338], [6.437, -3.670, 1.830], [-1.000, -0.937, -0.754], [-2.150, -6.701, 3.595], [-0.012, 3.699, 4.968], [0.098, 0.550, -4.957], [-0.941, 3.353, 3.776], [-3.886, -2.579, 3.752], [7.749, -3.367, 1.091], [3.812, 5.185, -6.677], [1.175, -3.594, 0.802], [-3.858, 0.784, -2.619], [2.538, 0.140, 0.667], [-2.470, -2.040, 4.031], [1.823, 4.693, -5.639], [-2.233, -6.108, 4.977], [0.494, 8.667, -4.201], [0.151, 6.942, 1.019], [2.463, -6.845, -0.237], [-5.218, -4.435, 0.763], [5.815, -5.586, 0.395], [-1.788, 5.570, 3.072], [-1.341, -6.102, 1.466], [-3.557, 1.845, 1.882], [-0.388, 3.209, -1.124], [-0.842, -4.971, 0.674], [1.731, -2.675, -3.215], [-1.856, -3.156, -3.901], [2.147, 1.366, 1.454], [-0.018, -5.727, 5.133], [1.281, 7.310, -4.421], [5.235, 2.927, -3.148], [4.708, -6.210, -0.417], [2.695, 0.844, -1.728], [-6.541, -0.195, -1.418], [-6.737, 0.178, 1.089], [-5.307, -3.740, 2.167], [-5.812, 1.348, 1.320], [3.334, 3.230, 2.423], [-0.820, -0.727, 3.044], [10.049, -5.273, 0.032], [2.251, -6.169, -0.992], [0.307, -5.822, 4.082], [-1.268, 2.350, 4.034], [-4.665, -1.737, 3.800], [3.342, 2.847, -1.462], [6.601, -5.382, -0.344], [3.933, -0.399, -0.688], [-5.769, -0.677, -3.358], [1.523, -1.853, -3.910], [-3.561, -3.388, -1.832], [1.462, 1.108, 2.254], [-2.178, -6.875, 5.734], [-0.782, 10.679, -5.741], [1.620, -6.878, 0.462], [-1.381, -2.183, -4.048], [-2.546, -1.296, 4.856], [-6.137, 1.798, 2.206], [-5.548, -1.925, -1.912], [-3.479, 2.601, 1.086], [-0.352, 3.275, 2.840], [0.545, 6.763, 1.980], [0.467, 4.626, 4.754], [6.267, -6.271, 1.106], [-1.393, -5.006, 3.104], [4.449, -5.428, -1.182], [-4.851, -4.718, -2.020], [-6.736, -0.342, 2.040], [-3.427, -4.906, -0.987], [0.279, 8.013, 0.734], [1.722, 2.142, 0.777], [-6.200, -4.800, 0.442], [0.813, -2.727, 0.205], [1.662, 4.527, -3.491], [6.751, -4.324, 2.581], [-2.656, 4.252, 4.385], [8.333, -2.614, 1.703], [2.628, -3.152, -3.648], [0.000, -6.738, 5.495], [0.656, 6.328, 0.269], [-0.771, 4.231, -1.184], [-0.560, 8.459, -4.504], [0.836, -3.323, -3.170], [-3.978, 0.736, -3.702], [2.098, 7.262, -3.695], [1.635, -4.260, 0.036], [0.654, 1.493, -4.910], [-0.440, 0.573, -5.896], [-7.565, -0.510, -1.714], [-0.556, 0.009, -3.109], [2.862, 3.856, 1.720], [-3.377, -4.195, 2.599], [2.905, 3.415, 3.390], [-2.850, 5.448, 1.185], [-5.726, 2.082, 0.479], [10.435, -3.860, 1.174], [0.589, 9.103, -3.232], [1.393, -1.574, -1.738], [5.322, 3.573, -2.277], [1.639, 1.099, -1.472], [3.612, 6.140, -7.197], [9.670, -3.580, -0.403], [-0.985, 1.661, 0.091], [0.753, -0.354, -5.024], [-4.523, -5.288, 0.875], [-0.143, 6.316, -3.430], [1.918, -3.307, 1.521], [4.696, 3.467, -3.990], [-0.144, -1.570, 2.979], [1.351, 5.340, -6.397], [1.593, -0.348, 0.363], [-3.207, -5.577, 5.065], [2.487, -7.892, -0.660], [4.860, 5.238, -6.424], [-2.564, 6.248, 3.516], [-5.729, -4.469, 2.893], [-2.798, 0.906, -2.426], [-4.460, 1.605, -2.206], [-6.664, -1.645, 0.148], [6.111, -2.700, 2.162], [-4.092, -3.233, 4.631], [-0.522, -6.756, 1.807], [-2.042, -6.714, 0.854], [4.403, 3.516, 2.434], [3.704, 4.318, -7.384], [1.704, 7.451, -5.384], [-1.227, -7.371, 3.590], [0.149, 4.054, -4.358], [-3.800, 2.343, 2.866], [-0.130, 5.278, 6.987], [0.085, 11.225, -4.221], [4.553, -4.470, 1.594], [-7.737, 0.672, 0.958], [-0.806, 2.612, -1.913], [3.133, -0.506, 1.387], [-0.867, 3.998, 8.007], [0.870, 3.058, 4.957], [-0.808, 5.959, 3.481], [0.649, -5.086, 5.670], [-0.710, -0.108, 4.023], [-0.407, -5.496, -0.190], [-5.987, -2.830, 2.123], [5.093, -7.139, -0.849], [-2.923, -7.430, 3.428], [-1.756, -2.803, 4.444], [-1.688, -3.892, -4.737], [-6.514, 0.883, -1.465], [-1.192, 4.805, 1.139], [7.576, -2.886, 0.113], [-1.685, -4.311, 0.513], [6.223, 2.626, -3.410], [-1.170, -3.116, -2.083], [2.601, 0.059, -2.448], [0.847, 11.467, -5.804], [0.659, 3.119, -1.308], [1.672, 3.724, -6.140], [0.783, 3.810, 7.326], [2.679, 2.379, -3.236], [-2.591, 1.333, 1.866], [-0.771, -0.016, 2.213], [-2.971, -3.056, -3.747]], "forces_ev_per_angstrom": [[0.38, 0.22, -0.16], [-0.58, -0.14, 0.90], [-0.51, 0.23, 1.02], [0.15, 0.52, 0.01], [0.84, -0.57, -0.84], [1.17, 0.55, -1.30], [-0.02, -0.69, -0.18], [2.69, 0.44, -2.03], [-0.13, 0.46, -2.13], [-1.49, -0.48, 1.61], [0.24, -0.71, -0.26], [-1.22, -0.44, -0.22], [-1.26, -1.73, -0.77], [0.31, -0.48, 0.39], [0.18, 0.18, -0.24], [-0.45, -0.96, 0.51], [0.90, 0.35, 0.09], [-1.11, 0.62, -0.87], [0.08, 0.23, 1.23], [-1.35, -0.05, -0.22], [1.31, -0.74, 0.15], [-0.60, 0.43, 1.73], [1.66, 0.94, -0.16], [-0.91, 1.67, 1.93], [0.30, 0.31, -0.60], [-0.25, -0.95, 0.17], [0.41, 0.59, -0.99], [-0.64, -0.30, 1.56], [1.36, -0.95, -2.67], [-0.33, -0.12, 1.00], [0.89, 1.23, 1.02], [-1.29, -1.38, 1.03], [0.12, 0.35, -1.69], [0.45, 0.59, -0.09], [2.90, 0.67, 0.99], [-0.49, 0.10, 1.12], [0.67, -0.11, -0.70], [0.11, 0.34, -2.22], [-2.04, 0.19, 0.57], [1.65, -1.52, 1.33], [-1.17, -0.90, -2.42], [0.32, -0.72, 0.20], [1.27, -0.22, -0.51], [0.20, -0.27, 0.58], [-0.58, 1.34, 0.85], [1.60, -0.02, -1.77], [-0.80, -0.13, -2.06], [-0.08, -0.01, 0.27], [-0.30, -0.72, 1.21], [-0.85, 0.22, 0.02], [-1.59, 0.01, -0.14], [-1.79, 1.58, 0.49], [0.09, -1.00, -2.11], [-1.52, 1.52, -1.40], [0.07, -2.75, 2.18], [-0.57, 0.17, 0.76], [0.22, 0.68, -0.21], [0.28, 0.78, 0.22], [-1.22, -1.25, 0.65], [0.57, 0.54, 0.44], [-2.11, -1.07, 1.58], [0.72, 0.33, 0.13], [0.42, -0.20, -1.43], [-0.70, -1.55, 0.20], [-0.01, 1.08, -0.42], [1.18, 0.79, -0.73], [-0.41, 1.56, 1.73], [-0.20, 1.05, -0.56], [0.03, 0.49, 1.42], [-1.14, 1.48, 1.88], [-1.42, -1.58, 1.65], [-0.60, 1.12, -0.36], [-0.06, -0.15, -1.63], [1.97, -0.87, -1.67], [1.33, -0.38, 0.19], [-0.03, 0.76, 0.08], [0.53, 0.17, 0.06], [-0.20, 1.50, -1.54], [-0.03, 0.38, 0.17], [-0.49, -0.20, -0.33], [1.11, -1.08, -0.49], [-0.20, -0.13, -1.27], [0.00, 0.22, 0.27], [-0.56, 1.11, 0.48], [0.04, -0.79, 0.13], [-0.26, -0.02, -0.16], [-0.36, -0.51, -0.24], [-0.78, -0.13, -0.02], [0.00, -0.35, 0.35], [-0.28, -0.56, -0.09], [0.12, 0.25, 0.01], [-0.15, -0.10, -0.26], [-0.01, -0.16, -0.51], [-0.53, 1.24, 1.33], [-0.16, -0.20, -1.14], [-0.21, -0.06, 0.22], [-0.21, -0.02, 0.36], [0.62, -0.23, 1.18], [-0.15, 1.69, 0.62], [-0.05, -0.45, 0.28], [-0.86, -0.06, -0.60], [-0.43, -0.95, 0.53], [0.17, 0.73, 0.52], [-0.22, -0.49, 0.06], [0.19, -0.15, 0.04], [0.35, -0.81, 0.32], [-0.21, -0.46, 0.35], [0.05, -0.18, 0.11], [0.23, -0.39, 0.65], [-0.13, 0.32, 0.17], [0.41, -0.77, 2.01], [0.64, 0.01, -0.89], [-0.59, -0.42, -0.37], [-0.58, -0.37, 0.10], [-0.12, -0.52, 0.75], [-0.21, -0.29, -0.01], [0.33, -0.09, -0.03], [0.47, 0.20, 0.54], [0.62, 0.03, -0.02], [-0.17, -0.15, -0.06], [0.26, 0.05, -0.04], [-0.15, 0.26, 0.64], [0.42, -0.22, 0.09], [-0.35, 0.03, -0.28], [0.37, 0.33, -0.01], [0.83, -0.34, 0.54], [-0.86, 0.91, -1.15], [0.21, -0.08, -0.32], [-0.33, 0.15, 0.78], [0.92, 0.39, 0.00], [-0.36, -0.49, 0.59], [-0.08, -0.47, -0.56], [-0.23, -0.10, 1.07], [-0.11, 0.00, 0.27], [0.02, 0.64, 0.03], [0.51, -0.18, -0.14], [-0.49, -0.32, 0.05], [-0.05, 0.04, -0.32], [0.07, 0.52, -0.43], [-0.16, 0.89, 0.21], [-0.18, 0.27, -0.18], [-0.01, -0.25, -0.05], [0.18, 0.13, 0.44], [0.66, -0.46, 0.80], [1.19, 0.50, 0.12], [0.05, 0.42, 0.31], [0.19, -0.22, 0.25], [0.44, -0.36, 0.13], [0.35, 0.91, 0.14], [0.55, -0.05, -0.11], [0.58, -0.44, -0.68], [0.06, 0.38, -0.28], [0.01, 0.25, 0.16], [0.29, 0.11, -0.16], [-0.20, 0.30, -0.33], [-0.59, 0.12, 0.54], [-0.31, 0.18, -0.51], [0.04, 0.05, -0.31], [0.49, 0.24, 0.15], [-0.47, -0.08, 0.19], [-0.24, 0.62, 0.50], [0.34, -0.44, -1.04], [-0.64, 0.72, -0.23], [0.80, 0.83, 0.12], [0.36, -0.59, -0.98], [-0.15, -0.19, 0.23], [-0.53, -0.05, -0.60], [0.29, -0.13, -0.17], [0.31, -0.70, -0.01], [-0.54, -0.16, -0.62], [-0.82, 0.44, -0.88], [-0.20, 0.04, 0.84], [-0.18, -0.85, 0.43], [-0.75, -0.35, -0.47], [0.93, 0.02, 0.23], [-0.58, -1.33, -1.32], [0.07, 1.12, -0.40], [0.74, -0.96, 0.11], [-0.24, 0.11, -0.34], [-0.85, -0.01, -0.07], [-0.47, 0.31, -0.96], [-0.18, 1.12, 0.44], [0.28, 0.28, 0.16], [0.18, -0.76, -0.13], [-0.03, -0.32, 0.00], [-0.07, 0.20, -1.04], [0.77, -0.04, -0.59], [-0.16, -0.34, 0.26], [0.43, -0.59, -0.39], [-0.91, -0.05, 0.11], [1.09, 0.25, 0.64], [0.55, -0.37, 0.57], [-0.20, -0.16, 0.14], [0.32, 0.49, 0.94], [0.02, 0.39, 0.48], [0.65, -0.29, 0.03], [0.88, 0.31, -0.57]], "lowdin_charge": [1.558, -0.322, -0.203, -0.188, -0.218, -0.191, -0.267, -0.020, -0.186, -0.197, -0.176, -0.224, -0.188, -0.185, -0.203, -0.211, -0.169, -0.145, -0.150, -0.325, -0.182, -0.301, -0.058, -0.115, -0.044, -0.077, -0.079, -0.070, -0.027, -0.091, -0.189, -0.258, -0.158, -0.116, -0.108, -0.216, -0.092, -0.185, -0.912, -0.259, -0.253, -0.159, -0.195, -0.172, -0.271, -0.165, -0.063, -0.056, -0.228, -0.205, -0.230, -0.201, -0.186, -0.083, -0.122, -0.184, -0.230, -0.197, -0.211, -0.096, -0.089, -0.222, -0.171, -0.139, -0.222, -0.121, -0.197, -0.130, -0.201, -0.170, -0.142, -0.218, -0.193, -0.186, -0.118, -0.076, 0.088, 0.048, 0.093, 0.096, 0.137, 0.138, 0.117, 0.127, 0.139, 0.052, 0.062, 0.107, 0.118, 0.076, 0.072, 0.070, 0.130, 0.106, 0.106, 0.097, 0.117, 0.054, 0.096, 0.117, 0.110, 0.140, 0.119, 0.114, 0.084, 0.102, 0.118, 0.127, 0.072, 0.096, 0.094, 0.120, 0.134, 0.087, 0.087, 0.081, 0.072, 0.126, 0.072, 0.098, 0.119, 0.082, 0.056, 0.067, 0.128, 0.007, 0.063, 0.071, 0.064, 0.135, 0.143, 0.098, 0.102, 0.019, 0.085, 0.104, 0.095, 0.080, 0.022, 0.074, 0.122, 0.099, 0.080, 0.099, 0.095, 0.118, 0.104, 0.123, 0.104, 0.082, 0.129, 0.129, 0.075, 0.092, 0.099, 0.111, 0.116, 0.113, 0.136, 0.101, 0.107, 0.096, 0.125, 0.122, 0.105, 0.096, 0.089, 0.100, 0.136, 0.058, 0.144, 0.079, 0.116, 0.110, 0.093, 0.123, 0.137, 0.119, 0.122, 0.121, 0.127, 0.094, 0.108, 0.076, 0.130, 0.100, 0.077, 0.032, 0.093, 0.093, 0.036, 0.112, 0.094, 0.124, 0.064, 0.065, 0.070], "spin_multiplicity": 1}

no.,frontier orbital gap (eV),HOMO level (eV)
1,9.790,-9.3
2,7.439,-7.6